1.
C3H3NO2 | ωB97M-V/def2-TZVPD

Last column: natural (NBO) charge in e.
Atoms and positions in Å:
C (0.266, -1.900, 1.107)  0.21
C (-0.598, 0.186, -0.260)  -0.05
C (0.206, -0.512, 0.936)  -0.03
N (0.451, -2.992, 1.216)  -0.24
O (-1.390, 0.932, 0.727)  -0.27
O (-0.900, 0.279, 1.918)  -0.24
H (-0.023, 0.835, -0.774)  0.20
H (-1.139, -0.553, -0.717)  0.19
H (1.160, -0.203, 1.264)  0.24

LUMO energy   0.01 eV
Maximum force   0.123 hartree/bohr
HOMO   -9.9 eV
Calculated total energy   -321.15014 a.u.
Energy relative to the best compared isomer or geometry (same formula, charge and spin)   597.3 kJ/mol



2.
C3H3NO2 | ωB97M-V/def2-TZVPD

Last column: natural (NBO) charge in e.
Atoms and positions in Å:
O (-1.116, -0.724, 1.827)  -0.66
C (-0.356, -0.467, 0.731)  0.18
C (0.250, -1.436, -0.017)  -0.09
O (0.928, -0.370, -1.044)  -0.55
C (0.467, 0.920, -0.704)  0.30
N (-0.224, 0.882, 0.350)  -0.43
H (-1.509, 0.115, 2.098)  0.49
H (0.751, -0.681, -1.949)  0.55
H (0.809, 1.761, -1.292)  0.21

LUMO energy   0.28 eV
Maximum force   0.010 hartree/bohr
HOMO   -8.5 eV
Calculated total energy   -321.18823 a.u.
Energy relative to the best compared isomer or geometry (same formula, charge and spin)   497.3 kJ/mol



3.
C3H3NO2 | ωB97M-V/def2-TZVPD

Last column: natural (NBO) charge in e.
Atoms and positions in Å:
C (-1.334, -0.301, 0.188)  -0.21
O (-0.252, 0.394, -0.214)  -0.51
C (0.906, 0.825, -0.478)  0.71
O (1.066, 1.840, -1.065)  -0.52
C (1.950, -0.040, 0.009)  0.14
N (1.974, -1.066, 0.539)  -0.22
H (-0.798, -1.444, 0.873)  0.15
H (-1.756, 0.396, 0.937)  0.22
H (-1.756, -0.604, -0.789)  0.22

LUMO energy   0.27 eV
Maximum force   0.102 hartree/bohr
HOMO   -11.0 eV
Calculated total energy   -321.20796 a.u.
Energy relative to the best compared isomer or geometry (same formula, charge and spin)   445.5 kJ/mol



4.
C3H3NO2 | ωB97M-V/def2-TZVPD

Last column: natural (NBO) charge in e.
Atoms and positions in Å:
C (-0.912, -0.220, 0.116)  0.06
O (-0.489, 0.920, -0.529)  -0.50
C (0.901, 0.994, -0.556)  0.65
O (1.436, 1.918, -1.082)  -0.50
C (1.542, -0.231, 0.152)  0.05
N (0.430, -0.847, 0.494)  -0.55
H (0.166, -1.689, 0.961)  0.40
H (-1.549, 0.017, 0.992)  0.19
H (-1.526, -0.862, -0.548)  0.18

LUMO energy   0.00 eV
Maximum force   0.041 hartree/bohr
HOMO   -9.7 eV
Calculated total energy   -321.27130 a.u.
Energy relative to the best compared isomer or geometry (same formula, charge and spin)   279.2 kJ/mol



5.
C3H3NO2 | ωB97M-V/def2-TZVPD

Last column: natural (NBO) charge in e.
Atoms and positions in Å:
C (1.490, 0.188, -0.088)  0.60
C (3.336, 0.039, 0.026)  0.87
C (0.069, -0.035, -0.050)  -0.71
N (2.391, 1.061, -0.265)  -0.51
O (4.515, 0.016, -0.008)  -0.50
O (2.468, -0.920, 0.344)  -0.54
H (-0.459, 0.817, -0.590)  0.27
H (-0.105, -0.007, 0.989)  0.27
H (-0.180, -1.064, -0.530)  0.27

LUMO energy   0.30 eV
Maximum force   0.063 hartree/bohr
HOMO   -11.0 eV
Calculated total energy   -321.30301 a.u.
Energy relative to the best compared isomer or geometry (same formula, charge and spin)   196.0 kJ/mol



6.
C3H3NO2S | ωB97M-V/def2-TZVPD

Last column: natural (NBO) charge in e.
Atoms and positions in Å:
C (-0.313, 1.345, -1.072)  0.70
C (-0.121, -1.022, -0.193)  -0.16
C (0.670, -0.441, 1.089)  0.07
H (-1.239, -1.265, 0.030)  0.22
H (0.346, -2.022, -0.596)  0.23
H (1.341, -1.286, 1.427)  0.20
N (0.474, 0.692, 1.671)  -0.52
O (-0.579, 2.170, -1.811)  -0.52
O (-0.145, 0.009, -1.322)  -0.53
S (-0.435, 1.820, 0.778)  0.30

LUMO energy   0.07 eV
Maximum force   0.134 hartree/bohr
HOMO   -9.4 eV
Calculated total energy   -719.47239 a.u.
Energy relative to the best compared isomer or geometry (same formula, charge and spin)   283.2 kJ/mol



7.
C3H3NO2S | ωB97M-V/def2-TZVPD

Last column: natural (NBO) charge in e.
Atoms and positions in Å:
C (1.132, -0.739, -0.197)  -0.06
C (-0.169, -0.850, -0.451)  -0.38
C (1.619, 1.738, -0.370)  0.34
N (1.611, 0.558, -0.117)  -0.58
O (-1.143, 0.790, 1.256)  -0.91
O (-2.629, 0.048, -0.562)  -0.91
S (-1.318, 0.652, -0.389)  1.52
H (1.918, -1.447, -0.260)  0.23
H (-0.705, -1.750, -0.575)  0.24
H (-0.317, 1.000, 1.664)  0.51

LUMO energy   -0.39 eV
Maximum force   0.084 hartree/bohr
HOMO   -10.1 eV
Calculated total energy   -719.41647 a.u.
Energy relative to the best compared isomer or geometry (same formula, charge and spin)   430.0 kJ/mol



8.
C3H3NO2S2 | ωB97M-V/def2-TZVPD

Last column: natural (NBO) charge in e.
Atoms and positions in Å:
C (-1.997, -0.749, 0.442)  0.26
C (1.004, 1.046, 0.065)  0.58
C (1.967, -0.151, -0.100)  -0.39
H (-2.841, -1.501, 0.404)  0.15
H (-0.700, 1.764, 0.770)  0.45
H (3.131, 0.096, -0.276)  0.26
N (-0.412, 1.206, -0.112)  -0.81
O (-1.514, -0.614, 1.489)  -0.52
O (1.399, 2.207, 0.520)  -0.56
S (-1.521, 0.290, -0.998)  0.40
S (1.420, -1.691, -0.166)  0.17

LUMO energy   -1.75 eV
Maximum force   0.123 hartree/bohr
HOMO   -9.5 eV
Calculated total energy   -1117.62734 a.u.
Energy relative to the best compared isomer or geometry (same formula, charge and spin)   259.3 kJ/mol